ORCA calculation (ωB97M-V/def2-TZVPD) on a cluster of 27 separate species, C78H219N9O42 in total.

Last column: Löwdin charge in e.
Cartesian coordinates (Å):
C (5.29703, -0.58159, -2.17246)  -0.193
C (3.91757, -0.92928, -1.60146)  -0.234
O (3.87592, -0.44224, -0.25059)  -0.108
O (6.35032, -1.34315, -1.50475)  -0.064
H (5.43651, 0.45217, -1.94068)  0.093
H (5.30358, -0.76170, -3.26399)  0.117
H (3.68491, -1.99775, -1.57383)  0.109
H (3.16345, -0.49375, -2.23526)  0.091
H (2.89321, -0.35184, -0.06630)  0.071
H (6.36047, -1.01882, -0.61256)  0.029
C (4.08137, -7.07185, -4.60596)  -0.244
C (3.97269, -7.56750, -3.19498)  -0.292
O (2.67414, -7.37412, -2.80112)  -0.076
O (5.35047, -7.29575, -5.21700)  -0.075
H (3.83622, -6.01488, -4.61276)  0.095
H (3.42819, -7.59399, -5.26713)  0.119
H (4.67384, -7.09582, -2.50426)  0.109
H (4.32116, -8.63171, -3.19444)  0.135
H (2.62331, -7.68460, -1.86660)  0.072
H (6.04530, -6.74279, -4.79921)  0.067
C (-7.05097, 0.46266, 1.96114)  -0.205
C (-6.80813, 0.34790, 3.45112)  -0.258
O (-7.77849, -0.51564, 4.00198)  -0.051
O (-6.01269, 1.11595, 1.21408)  -0.105
H (-7.90870, 1.08195, 1.75449)  0.124
H (-7.27350, -0.53758, 1.61875)  0.113
H (-6.67927, 1.31670, 3.92395)  0.108
H (-5.88735, -0.23744, 3.62545)  0.112
H (-8.44727, -0.09953, 4.54024)  0.086
H (-5.12911, 0.69496, 1.41041)  0.071
C (-6.33894, 4.77799, -2.08629)  -0.265
C (-5.79729, 3.58679, -1.33333)  -0.230
O (-6.75618, 3.29657, -0.30439)  -0.084
O (-6.72654, 5.88748, -1.29161)  -0.068
H (-7.14724, 4.43618, -2.72730)  0.099
H (-5.54049, 5.19032, -2.72581)  0.112
H (-4.82323, 3.76325, -0.87523)  0.113
H (-5.63528, 2.81243, -2.08497)  0.088
H (-6.37901, 2.53800, 0.20861)  0.048
H (-7.33165, 5.39536, -0.67190)  0.098
C (-1.12046, -4.96530, 6.81337)  -0.250
C (-1.83992, -6.31188, 6.71035)  -0.205
O (-1.29170, -7.02080, 5.57667)  -0.106
O (-1.59704, -4.14090, 7.87698)  -0.097
H (-1.18313, -4.38948, 5.82731)  0.120
H (-0.03012, -5.16626, 6.96202)  0.124
H (-2.88895, -6.26487, 6.46420)  0.116
H (-1.68959, -6.77512, 7.68361)  0.121
H (-0.35099, -7.30141, 5.76563)  0.101
H (-1.09508, -3.28909, 7.80175)  0.053
C (-4.55382, -2.61621, 7.47478)  -0.169
C (-4.03443, -1.94579, 6.12668)  -0.216
O (-3.62326, -2.89814, 5.16943)  -0.103
O (-5.51079, -3.64176, 7.10081)  -0.080
H (-5.07627, -1.87412, 8.08249)  0.108
H (-3.72349, -3.13541, 7.88764)  0.082
H (-3.15398, -1.28741, 6.30576)  0.106
H (-4.88841, -1.40853, 5.63418)  0.116
H (-4.37761, -3.46957, 4.89396)  0.110
H (-5.67033, -4.20592, 7.85276)  0.076
C (-8.82841, 2.41803, -6.51094)  -0.093
O (-7.50500, 2.20365, -6.03406)  -0.171
C (-7.37801, 1.96971, -4.67120)  -0.247
C (-6.01036, 1.45977, -4.37668)  -0.193
N (-5.65810, 0.32523, -5.22139)  -0.068
C (-6.29724, -0.91727, -4.89362)  -0.196
C (-5.41396, -1.78284, -3.99737)  -0.222
O (-5.39111, -1.37611, -2.65745)  -0.215
C (-6.61199, -1.52030, -1.89494)  -0.062
H (-9.52779, 1.71421, -6.15888)  0.063
H (-8.75977, 2.46284, -7.58603)  0.084
H (-9.34298, 3.36991, -6.20559)  0.099
H (-8.12741, 1.21073, -4.30565)  0.137
H (-7.51482, 2.87197, -4.13776)  0.091
H (-5.92975, 1.10721, -3.30027)  0.131
H (-5.21015, 2.22075, -4.63369)  0.132
H (-5.74347, 0.61325, -6.19973)  0.131
H (-6.56481, -1.53411, -5.74391)  0.125
H (-7.19831, -0.78981, -4.29997)  0.086
H (-4.33725, -1.73416, -4.29061)  0.113
H (-5.74550, -2.84865, -4.07424)  0.127
H (-7.49789, -1.16639, -2.47047)  0.082
H (-6.49369, -1.01307, -0.96039)  0.068
H (-6.82279, -2.59504, -1.79764)  0.089
C (0.67455, 3.33998, -1.63792)  -0.085
O (1.56211, 2.61138, -2.48702)  -0.198
C (2.90287, 2.73386, -2.08143)  -0.200
C (3.83504, 2.35830, -3.21892)  -0.237
N (5.13226, 2.91520, -3.05446)  -0.061
C (6.10545, 2.40933, -4.03838)  -0.193
C (7.47522, 2.98971, -3.71746)  -0.233
O (7.32378, 4.35290, -4.05307)  -0.205
C (8.52127, 5.09877, -3.83669)  -0.100
H (-0.35188, 2.99873, -1.87414)  0.083
H (0.84784, 4.39960, -1.86420)  0.089
H (0.84715, 3.12522, -0.57487)  0.080
H (3.06100, 1.97237, -1.31453)  0.105
H (3.21120, 3.73436, -1.61171)  0.139
H (3.43451, 2.68935, -4.24931)  0.142
H (3.85043, 1.27521, -3.33968)  0.077
H (4.97368, 3.90944, -3.25560)  0.122
H (5.83003, 2.72723, -5.02689)  0.111
H (6.07197, 1.28270, -4.02139)  0.119
H (8.21701, 2.49724, -4.44411)  0.140
H (7.80165, 2.78041, -2.68758)  0.127
H (9.36975, 4.58455, -4.28447)  0.078
H (8.71581, 5.28335, -2.78024)  0.083
H (8.39052, 6.00248, -4.44290)  0.092
C (-1.90590, -4.65960, -3.20203)  -0.092
O (-0.57474, -4.19234, -3.40313)  -0.219
C (0.14424, -5.01271, -4.32547)  -0.200
C (1.53860, -4.41885, -4.52880)  -0.203
N (1.43349, -3.06591, -4.99551)  -0.054
C (2.66943, -2.25247, -4.90585)  -0.175
C (2.37699, -0.81816, -5.26175)  -0.222
O (1.26946, -0.33957, -4.52194)  -0.201
C (0.70694, 0.75468, -5.26703)  -0.080
H (-1.98485, -5.63581, -2.64442)  0.092
H (-2.38495, -4.59166, -4.16973)  0.081
H (-2.30650, -3.89009, -2.50056)  0.091
H (-0.38597, -5.08276, -5.30102)  0.133
H (0.27973, -6.01013, -4.00030)  0.101
H (2.04072, -4.98570, -5.30912)  0.109
H (2.08804, -4.45596, -3.58105)  0.114
H (0.64849, -2.61319, -4.51296)  0.106
H (3.35524, -2.59740, -5.70374)  0.120
H (3.23186, -2.38323, -4.00491)  0.081
H (2.16566, -0.88587, -6.35295)  0.109
H (3.16750, -0.09580, -5.00890)  0.119
H (-0.24825, 1.03783, -4.90284)  0.050
H (0.55425, 0.40792, -6.29003)  0.086
H (1.37431, 1.63118, -5.18705)  0.089
C (1.10938, 2.07670, 2.31414)  -0.074
O (2.05384, 2.90772, 1.62704)  -0.187
C (3.30384, 2.53992, 2.14633)  -0.232
C (4.39642, 2.91212, 1.22161)  -0.218
N (4.31890, 4.31025, 0.90731)  -0.039
C (5.44338, 4.71654, 0.04786)  -0.202
C (5.23467, 6.02829, -0.63441)  -0.231
O (6.26997, 6.31555, -1.57065)  -0.184
C (6.91964, 7.51006, -1.24152)  -0.127
H (1.11166, 2.35205, 3.39368)  0.085
H (1.33027, 1.01069, 2.21571)  0.081
H (0.13376, 2.30418, 1.96563)  0.070
H (3.27275, 1.41021, 2.30107)  0.130
H (3.44372, 3.00050, 3.13461)  0.120
H (4.39016, 2.39422, 0.28399)  0.094
H (5.35580, 2.67053, 1.62241)  0.099
H (4.16750, 4.92003, 1.67558)  0.089
H (5.62865, 3.99818, -0.76098)  0.098
H (6.40242, 4.63518, 0.65405)  0.138
H (5.12174, 6.83239, 0.13543)  0.127
H (4.33502, 6.12458, -1.19798)  0.107
H (6.18881, 8.28192, -1.20299)  0.071
H (7.54650, 7.77227, -2.08330)  0.085
H (7.44096, 7.56012, -0.30501)  0.086
C (-3.41332, -1.54466, 1.66213)  -0.040
O (-3.57752, -0.11771, 1.66776)  -0.267
C (-2.50326, 0.62577, 2.21818)  -0.171
C (-2.60166, 0.65733, 3.75466)  -0.151
N (-3.46389, 1.67760, 4.36380)  -0.049
C (-2.99956, 3.02633, 4.11473)  -0.197
C (-3.88953, 4.03855, 4.83699)  -0.174
O (-5.26992, 3.92209, 4.36216)  -0.215
C (-6.20977, 4.71771, 5.10330)  -0.100
H (-2.57258, -1.79746, 0.92860)  0.098
H (-4.40776, -1.88834, 1.30554)  0.104
H (-3.23441, -1.86102, 2.71799)  0.073
H (-2.60450, 1.66005, 1.86129)  0.119
H (-1.55480, 0.20867, 1.80855)  0.117
H (-1.57743, 0.95005, 4.12161)  0.128
H (-2.77336, -0.32265, 4.15632)  0.083
H (-4.46515, 1.67304, 4.11576)  0.101
H (-2.98273, 3.28366, 3.07107)  0.093
H (-2.01633, 3.17742, 4.51985)  0.121
H (-3.53922, 5.07089, 4.62895)  0.132
H (-3.79449, 3.80783, 5.91017)  0.118
H (-7.19432, 4.60116, 4.59687)  0.093
H (-6.00245, 5.79489, 5.02829)  0.087
H (-6.30922, 4.33216, 6.13224)  0.077
C (-0.28589, -2.31433, 3.78950)  -0.094
O (0.20201, -1.69695, 2.59349)  -0.191
C (0.22031, -2.57724, 1.46004)  -0.191
C (1.28930, -2.12920, 0.44221)  -0.185
N (0.80702, -0.95910, -0.27863)  -0.042
C (0.17183, -1.26908, -1.56125)  -0.190
C (-0.71114, -0.19809, -2.13436)  -0.219
O (-1.67501, 0.15894, -1.16055)  -0.189
C (-2.85045, 0.95797, -1.65757)  -0.011
H (-1.33367, -2.59361, 3.73606)  0.051
H (-0.23956, -1.52743, 4.52771)  0.074
H (0.31628, -3.16962, 4.00666)  0.064
H (-0.73283, -2.52470, 0.85460)  0.105
H (0.49704, -3.62409, 1.78605)  0.129
H (1.41375, -2.88013, -0.37467)  0.123
H (2.20306, -1.89472, 0.98857)  0.096
H (0.29274, -0.29546, 0.29056)  0.096
H (-0.37637, -2.22130, -1.49432)  0.107
H (0.83048, -1.46319, -2.41665)  0.101
H (-1.14626, -0.57260, -3.00626)  0.095
H (-0.04369, 0.61671, -2.48130)  0.115
H (-2.55366, 1.96128, -1.92583)  0.055
H (-3.58280, 0.97591, -0.84087)  0.073
H (-3.31381, 0.40426, -2.47877)  0.068
C (-2.16540, 5.61893, 0.74888)  -0.123
O (-0.82280, 5.44152, 1.06291)  -0.203
C (-0.00867, 6.52583, 0.58075)  -0.202
C (1.48063, 6.10851, 0.80662)  -0.176
N (1.83758, 5.96161, 2.22137)  -0.043
C (1.43524, 6.96999, 3.21717)  -0.224
C (1.58093, 6.50891, 4.60108)  -0.247
O (0.73558, 5.38344, 4.83430)  -0.191
C (1.38455, 4.44117, 5.74442)  -0.075
H (-2.50237, 6.65274, 0.95433)  0.098
H (-2.69434, 4.98843, 1.42639)  0.060
H (-2.39580, 5.34978, -0.30428)  0.089
H (-0.34706, 7.47218, 1.06506)  0.115
H (-0.21266, 6.69387, -0.49912)  0.118
H (2.15923, 6.90367, 0.40217)  0.122
H (1.66243, 5.17185, 0.32427)  0.069
H (1.44479, 5.08129, 2.55625)  0.087
H (0.37237, 7.17154, 3.09305)  0.108
H (1.95993, 7.88094, 3.05752)  0.115
H (1.21080, 7.35488, 5.16859)  0.124
H (2.64321, 6.28733, 4.72980)  0.128
H (2.16747, 3.94885, 5.16680)  0.064
H (0.66036, 3.65873, 5.96956)  0.069
H (1.64992, 4.92428, 6.72133)  0.106
C (-6.09894, 5.76813, -7.92682)  -0.125
O (-5.00031, 5.30625, -7.16797)  -0.190
C (-4.98440, 5.86521, -5.85224)  -0.246
C (-3.65577, 5.66324, -5.23770)  -0.227
N (-3.37788, 4.25316, -4.95818)  -0.019
C (-2.26061, 3.97342, -4.05422)  -0.198
C (-0.88799, 4.37652, -4.55830)  -0.182
O (-0.69625, 3.55016, -5.75756)  -0.224
C (0.20213, 4.22084, -6.59534)  -0.139
H (-6.17170, 6.90523, -7.90719)  0.099
H (-7.11609, 5.39853, -7.56805)  0.100
H (-5.89750, 5.50580, -8.93849)  0.068
H (-5.84586, 5.39929, -5.28548)  0.135
H (-5.13012, 6.94749, -5.89095)  0.118
H (-3.70244, 6.18409, -4.31073)  0.106
H (-2.94506, 6.21315, -5.89941)  0.133
H (-3.25102, 3.80759, -5.84828)  0.105
H (-2.23469, 2.87191, -3.90516)  0.099
H (-2.32196, 4.51880, -3.12236)  0.104
H (-0.00526, 4.15434, -3.93450)  0.100
H (-0.78877, 5.42619, -4.85631)  0.108
H (1.13009, 4.53646, -5.97705)  0.109
H (-0.26192, 5.21203, -6.80608)  0.079
H (0.40046, 3.65928, -7.52866)  0.097
C (8.15061, -6.60258, -0.98899)  -0.100
O (7.29540, -5.60054, -0.45097)  -0.219
C (6.36100, -6.16055, 0.47584)  -0.198
C (5.36964, -4.99716, 0.71075)  -0.207
N (5.95856, -3.85624, 1.42192)  -0.050
C (4.97421, -2.87283, 1.74331)  -0.212
C (5.62709, -1.65613, 2.40781)  -0.181
O (6.34850, -0.93066, 1.38972)  -0.246
C (7.29558, 0.03577, 1.90953)  -0.080
H (7.55765, -7.32249, -1.49409)  0.068
H (8.74398, -7.12495, -0.24073)  0.084
H (8.84661, -6.06674, -1.63670)  0.093
H (6.81332, -6.36839, 1.50279)  0.147
H (5.77759, -6.92438, 0.03183)  0.095
H (4.48743, -5.40694, 1.28276)  0.107
H (4.88714, -4.69131, -0.29996)  0.124
H (6.79912, -3.55365, 0.96963)  0.107
H (4.37716, -3.36618, 2.56954)  0.117
H (4.41742, -2.51354, 0.85482)  0.104
H (6.35273, -1.96757, 3.16018)  0.120
H (4.91543, -0.93020, 2.80750)  0.107
H (7.73211, 0.48985, 1.03716)  0.075
H (8.09182, -0.41247, 2.60602)  0.113
H (6.79190, 0.88300, 2.39469)  0.069
C (2.23307, -5.59586, -0.40343)  -0.146
O (2.57964, -6.95760, -0.15986)  -0.143
H (1.23579, -5.64729, -0.79230)  0.077
H (2.30879, -4.87432, 0.47539)  0.082
H (2.97583, -5.18786, -1.09227)  0.065
H (1.81246, -7.29561, 0.29300)  0.012
C (-0.68574, -8.25505, -0.28473)  -0.095
O (0.12568, -7.68189, 0.79501)  -0.178
H (-1.16401, -9.13900, 0.11710)  0.070
H (-1.41717, -7.54569, -0.76195)  0.083
H (-0.02089, -8.62128, -1.10549)  0.087
H (-0.49879, -7.23119, 1.39988)  0.025
C (6.52320, -4.22036, -3.40191)  -0.172
O (7.77865, -3.60865, -3.32192)  -0.128
H (6.41857, -4.95999, -2.59748)  0.052
H (5.66406, -3.47956, -3.46078)  0.085
H (6.59406, -4.81429, -4.39315)  0.094
H (7.80256, -2.87732, -2.68259)  0.068
C (2.40818, -6.73011, 3.41906)  -0.043
O (1.50700, -6.48191, 4.59324)  -0.138
H (3.15008, -7.38292, 3.75741)  0.069
H (1.82971, -7.11456, 2.56845)  0.071
H (2.85340, -5.80292, 3.15153)  0.038
H (0.78001, -5.94383, 4.34841)  0.015
C (2.07515, -2.94526, -8.35442)  -0.169
O (1.01570, -2.15023, -7.88392)  -0.149
H (2.04723, -3.02047, -9.42018)  0.072
H (3.05939, -2.60460, -8.03557)  0.068
H (1.99179, -3.90917, -7.90049)  0.064
H (0.80542, -2.42770, -6.96227)  0.055
C (-2.41391, -0.46450, -5.86719)  -0.130
O (-2.76877, 0.65056, -5.03488)  -0.155
H (-2.45648, -1.43441, -5.39152)  0.062
H (-3.04150, -0.42528, -6.76452)  0.084
H (-1.40890, -0.26522, -6.24828)  0.057
H (-3.72509, 0.55208, -4.89248)  0.013
C (0.23349, -1.04794, 8.51637)  -0.118
O (-0.75809, -1.51028, 7.59287)  -0.164
H (1.23882, -1.27227, 8.17239)  0.088
H (0.17966, 0.02602, 8.62506)  0.062
H (-0.00975, -1.37454, 9.50404)  0.082
H (-1.55700, -0.92889, 7.70958)  0.073
C (2.15316, 0.87567, 5.78244)  -0.145
O (0.75597, 0.77329, 5.82325)  -0.130
H (2.55469, 0.99137, 6.81077)  0.097
H (2.58209, 0.04288, 5.14695)  0.079
H (2.44463, 1.73657, 5.24636)  0.023
H (0.39326, -0.07940, 6.08075)  0.033
C (-5.78644, 1.20665, 7.19090)  -0.121
O (-4.39011, 1.24509, 7.08492)  -0.142
H (-6.29652, 0.89163, 6.28897)  0.067
H (-6.07456, 0.48102, 7.91992)  0.068
H (-6.15380, 2.19751, 7.52982)  0.087
H (-4.07169, 1.42029, 6.20022)  0.033
C (-1.87199, 1.89988, 9.19891)  -0.148
O (-2.18606, 0.72763, 8.51734)  -0.141
H (-1.72518, 1.78004, 10.25669)  0.074
H (-0.98011, 2.37441, 8.80541)  0.079
H (-2.71951, 2.55622, 9.16559)  0.076
H (-3.05881, 0.82680, 8.11379)  0.032
C (-2.23703, -5.10727, 2.30658)  -0.079
O (-1.46758, -6.34504, 2.41863)  -0.143
H (-3.31001, -5.31508, 2.29540)  0.086
H (-2.13144, -4.47958, 3.16774)  0.044
H (-1.90817, -4.58999, 1.40270)  0.078
H (-1.41396, -6.60949, 3.37018)  0.082
C (2.80653, -2.40647, 4.55134)  -0.200
O (2.89967, -3.74988, 4.19285)  -0.136
H (1.88458, -2.17425, 5.11736)  0.063
H (3.59837, -1.96845, 5.19701)  0.094
H (2.67725, -1.81487, 3.67729)  0.059
H (2.77880, -4.37933, 4.95346)  0.110

The energy is -6755.34743 hartree. The HOMO-LUMO gap is 8.35 eV. The highest occupied orbital energy comes out at -8.11 eV. The total charge is 0.